P | Molecular formula: C5H8
Method: DFT, ωB97M-V/def2-TZVPD

Each line ends with the Mulliken charge.
Cartesian coordinates (Å):
C (-0.264, 0.808, -1.217)  -0.65
C (0.296, 1.266, 0.163)  -0.76
C (0.781, 0.077, -0.581)  0.17
C (-0.828, -0.809, 1.103)  -0.61
C (0.099, -1.282, 0.012)  -0.26
H (0.052, 1.275, -2.098)  0.28
H (0.509, 1.239, 1.238)  0.49
H (0.834, 2.224, -0.042)  0.29
H (1.731, -0.129, -0.992)  0.47
H (-1.250, -1.601, 1.778)  0.31
H (-1.365, 0.114, 1.156)  0.48
H (-1.007, -0.984, -0.088)  0.37
H (0.413, -2.199, -0.432)  0.43

Results
- ⟨S²⟩ = 0.75
- molar mass (g/mol) = 68.12
- multiplicity = 2
- LUMO (spin up / spin down) (eV) = -6.163 / -6.119
- frontier orbital gap (spin up / spin down) (hartree) = 0.27469 / 0.35586
- net charge = +1

***

Q | Molecular formula: C5H8
Method: DFT, ωB97M-V/def2-TZVPD

Each line ends with the natural charge from an NBO analysis.
Cartesian coordinates (Å):
C (0.681, -1.376, 0.761)  -0.71
C (0.118, -0.406, -0.212)  0.27
C (0.779, -0.187, -1.359)  -0.04
C (-1.077, 1.675, 0.669)  -0.29
C (-1.086, 0.540, 0.032)  -0.29
H (1.757, -1.472, 0.510)  0.28
H (0.316, -1.029, 1.802)  0.29
H (0.383, -2.429, 0.454)  0.33
H (1.619, -0.691, -1.798)  0.22
H (0.440, 0.480, -2.057)  0.21
H (-0.108, 2.161, 0.875)  0.21
H (-1.844, 2.520, 0.709)  0.26
H (-1.978, 0.215, -0.384)  0.26

Results
- ⟨S²⟩ = 0.75
- molar mass (g/mol) = 68.12
- multiplicity = 2
- LUMO (spin up / spin down) (eV) = -4.844 / -9.040
- frontier orbital gap (spin up / spin down) (hartree) = 0.39044 / 0.23270
- net charge = +1

***

Referenced to the most stable arrangement, the calculated values in kcal/mol are P 96.3; Q 0.0.

***

P | Molecular formula: C11H15N2O2
Method: DFT, ωB97M-V/def2-TZVPD

Each line ends with the natural charge from an NBO analysis.
Cartesian coordinates (Å):
C (-0.856, 1.810, -0.474)  -0.61
C (-1.097, 0.511, 0.270)  -0.24
C (-1.080, 0.761, 1.786)  -0.40
C (0.282, 1.248, 2.381)  -0.41
C (1.445, 0.287, 1.973)  -0.40
C (1.395, 0.002, 0.411)  -0.40
C (0.040, -0.450, -0.110)  0.01
C (-0.271, -2.050, 0.706)  0.82
O (-1.475, -2.321, 0.699)  -0.76
O (0.766, -2.648, 1.051)  -0.75
N (-0.013, -0.726, -1.508)  -0.36
C (0.991, -0.740, -2.416)  -0.13
C (0.429, -1.255, -3.592)  -0.11
N (-0.833, -1.622, -3.372)  -0.50
C (-1.019, -1.322, -2.111)  0.17
H (-0.322, 2.505, 0.038)  0.19
H (-1.935, 2.203, -0.607)  0.19
H (-0.479, 1.819, -1.471)  0.21
H (-2.115, 0.176, 0.010)  0.23
H (-1.368, -0.146, 2.372)  0.23
H (-1.784, 1.585, 2.058)  0.19
H (0.141, 1.325, 3.484)  0.20
H (0.664, 2.272, 2.109)  0.18
H (2.442, 0.672, 2.184)  0.19
H (1.306, -0.727, 2.494)  0.23
H (1.629, 1.006, 0.001)  0.16
H (2.207, -0.577, 0.210)  0.22
H (1.965, -0.332, -2.344)  0.21
H (0.936, -1.491, -4.543)  0.18
H (-1.990, -1.776, -1.689)  0.23

Results
- molar mass (g/mol) = 207.25
- multiplicity = 1
- SMILES = C[C@@H]1CCCC[C@]1(C(=O)[O-])n1ccnc1
- LUMO (eV) = 3.423
- frontier orbital gap (hartree) = 0.27219
- net charge = -1

***

Q | Molecular formula: C11H15N2O2
Method: DFT, ωB97M-V/def2-TZVPD

Each line ends with the natural charge from an NBO analysis.
Cartesian coordinates (Å):
C (-0.617, -2.621, -1.780)  -0.41
N (-0.951, -1.347, -1.166)  -0.66
C (-2.240, -1.247, -0.473)  -0.24
C (-2.082, -1.034, 1.036)  -0.69
C (-1.180, -2.103, 1.671)  -0.53
C (0.008, -1.475, 2.266)  0.19
N (1.202, -1.820, 2.002)  -0.71
H (-0.461, -2.556, -2.854)  0.16
H (0.317, -3.003, -1.362)  0.18
H (-1.363, -3.370, -1.561)  0.18
H (-0.826, -0.588, -1.817)  0.35
H (-2.860, -2.131, -0.692)  0.11
H (-2.799, -0.394, -0.850)  0.16
H (-3.077, -1.135, 1.473)  0.14
H (-1.728, -2.607, 2.472)  0.18
H (-0.834, -2.882, 0.993)  0.18
H (-0.192, -0.637, 2.932)  0.13
H (1.854, -1.215, 2.500)  0.31
C (2.552, 3.634, -0.346)  -0.23
C (1.818, 3.590, -1.454)  -0.24
C (0.693, 2.628, -1.593)  0.49
O (0.032, 2.594, -2.615)  -0.51
C (0.418, 1.728, -0.453)  -0.23
C (1.154, 1.771, 0.656)  -0.23
C (2.276, 2.726, 0.797)  0.48
O (2.952, 2.782, 1.807)  -0.52
H (3.377, 4.325, -0.223)  0.22
H (2.002, 4.241, -2.300)  0.22
H (-0.409, 1.034, -0.557)  0.27
H (0.962, 1.113, 1.492)  0.25

Results
- molar mass (g/mol) = 207.25
- multiplicity = 1
- LUMO (eV) = 1.233
- frontier orbital gap (hartree) = 0.09715
- net charge = -1

***

Referenced to the most stable arrangement, the calculated values in kcal/mol are P 0.0; Q 102.0.